Below is a structure of composition C52H64N5O3P2STeTi, with properties calculated with ωB97M-V with the def2-TZVPD basis set.

## Properties
**Total charge**: -2
**Frontier orbital gap (alpha / beta)**: 4.069 / 5.755 eV
**2S+1**: 2
**HOMO energy (alpha / beta)**: -0.5235 / -2.2094 eV
**⟨S²⟩**: 0.77

Last column: Mulliken spin population.
Atoms and positions in Å:
H -4.5042 -1.2713 3.9935  0.00
H -6.2031 2.5030 2.8772  0.00
C -5.2432 -1.9974 -0.2084  0.00
H 2.4466 -5.2872 -2.1634  0.00
H 4.9513 -2.9518 -0.8275  0.00
C -3.0421 -2.9867 0.1201  0.00
O -1.9940 -1.4148 -2.8551  0.00
H -0.5521 1.2244 -4.0285  0.00
H 0.2235 -5.7265 5.7836  0.00
H 4.0675 -3.1937 4.0517  0.00
C 2.3902 0.3078 -0.1144  -0.04
C -4.4630 -0.3505 3.4237  0.00
C 4.9496 -2.7504 3.5887  0.00
C -5.4110 1.7666 2.7981  0.00
H 5.2420 -1.8771 4.1764  0.00
H -3.4125 -0.9057 -0.2478  0.00
C 1.1018 4.1380 -4.8858  0.00
H 3.6116 8.5981 -3.7237  0.00
C 2.2853 4.6671 0.0545  0.03
H -3.3346 -6.3802 0.5334  0.00
C 2.6280 5.9054 -4.0320  0.00
H 0.8223 -4.6280 -1.8065  0.00
C -0.7903 -6.1052 5.6559  0.00
H -1.4138 4.8260 -0.0500  0.00
C -3.2957 3.2266 -4.0915  0.00
C -3.3163 1.0512 1.8395  0.00
C -1.6205 -2.8443 0.2511  -0.02
H -3.6238 5.8961 -2.0744  0.00
H -0.8722 -6.1499 0.6899  0.00
C 0.8595 -0.7663 2.9448  0.10
H -0.7062 -6.0511 3.5100  0.00
O -1.9916 2.5131 0.5420  0.01
C -2.0381 2.7714 -3.6992  0.00
H 2.4113 5.5499 0.6842  0.00
C 2.3734 5.0506 -1.4001  0.01
C -1.3294 -5.6414 4.3080  0.00
H -1.3801 1.7891 -5.4842  0.00
H -0.2139 5.5082 -1.1416  0.00
H 3.7322 6.6390 -0.9399  0.00
H 6.2195 -1.4511 0.2894  0.00
H -5.5227 5.7407 -3.4865  0.00
C -1.2819 5.3718 -0.9854  0.00
C 4.2488 -3.7045 -0.4537  0.00
H 2.0474 -2.2654 -3.1586  0.00
C -5.2617 4.7847 -3.9418  0.00
H -5.5266 -5.3494 0.2531  0.00
N -0.0044 -1.5401 2.3153  0.13
O -0.0657 -1.3559 -1.6899  0.03
H 1.2377 3.0561 -4.8349  0.00
H -6.9290 -3.3589 -0.1239  0.00
H 4.4795 1.9664 1.9615  0.01
Ti -0.3806 -1.0541 0.2461  -0.01
H -0.2953 -2.3213 -3.4293  0.00
H -0.7684 -7.1984 5.7121  0.00
H 3.5218 -3.2699 -3.2207  0.00
H 2.9190 1.0013 3.5927  0.01
C 1.8321 -4.7717 -1.4186  0.00
H 1.7491 -5.3929 -0.5243  0.00
H -2.2060 0.7288 -4.3282  0.00
H 6.5237 -0.8452 1.9097  0.00
C -5.0739 -4.3675 0.1486  0.00
H 5.3113 -4.4417 1.2993  0.00
C 0.9447 -0.7645 4.4370  0.04
H 4.9154 7.5032 -4.1705  0.00
H -4.2431 2.9128 1.3889  0.00
C 2.9688 -2.5269 -2.6371  0.01
N -1.4562 0.2906 0.4827  0.00
C -5.4779 0.5891 3.5348  0.00
C -0.9015 -4.0033 0.4282  0.04
C -0.8342 -1.7128 -2.6713  0.00
C -3.1812 5.0192 -2.5374  0.00
C -3.6616 -4.2620 0.2381  0.00
H -6.3217 0.4055 4.1908  0.00
C 6.2169 -1.7282 1.3447  0.01
H 2.1952 0.0804 -1.1583  0.00
H 4.1611 1.4209 -0.5087  0.00
C -2.1593 1.3452 0.9026  0.00
C -1.4994 -5.2799 0.5218  0.00
H -6.0143 4.0531 -3.6393  0.00
H -5.3294 4.8942 -5.0264  0.00
P 2.5480 -3.1401 -0.9500  0.02
C 3.1956 6.1294 -1.7351  0.00
H 6.9478 -2.5273 1.5099  0.00
C -1.5076 1.5602 -4.4217  0.00
N -1.3857 -4.1954 4.2005  0.00
C -3.8853 4.3413 -3.5209  0.00
H 3.5518 -4.3739 1.4997  0.00
C 3.6547 1.3469 1.6285  0.16
C -5.8501 -3.2642 -0.0629  0.00
H -1.7403 6.3590 -0.8998  0.00
H 1.5662 0.0493 4.8059  0.00
C -3.3894 -0.1284 2.5711  0.00
C -3.8855 -1.8698 -0.1234  0.00
C 1.7118 -0.0012 2.1096  0.26
N -0.8424 -2.3214 3.1014  0.03
C -1.3520 3.4581 -2.6880  0.00
C 3.3334 6.5731 -3.0374  0.00
C 4.4130 -3.8584 1.0623  -0.01
C 1.6748 4.3848 -2.4158  -0.01
C 1.8107 4.8187 -3.7479  0.00
H 0.1727 -3.9504 0.5812  -0.02
Te 0.4761 2.6892 -1.9129  -0.01
H -3.8279 2.6755 -4.8619  0.00
H -2.3452 -6.0220 4.1633  0.00
H -2.6096 -0.8758 2.4848  -0.01
C -2.8554 -5.4098 0.4408  0.00
H 4.7787 8.0789 -2.5063  0.00
C -1.9286 4.5971 -2.1011  0.00
H 0.0263 4.3181 -4.8439  0.00
C 4.2083 7.7512 -3.3759  0.00
H 2.7246 6.2328 -5.0635  0.00
H 1.3560 -1.7176 4.7810  0.00
C -4.3288 1.9987 1.9630  0.00
H -0.0584 -0.6726 4.8581  0.01
P 4.5086 -2.2050 1.8869  0.01
H -5.8560 -1.1215 -0.3870  0.00
H 1.3359 4.1916 0.2985  -0.01
H 3.0667 3.9512 0.3174  0.00
S 1.1809 -4.1536 3.3601  0.00
C -0.3951 -3.4598 3.5364  0.01
H -2.2941 -3.8238 3.9640  0.00
H 5.7739 -3.4715 3.5903  0.00
H 3.5723 -1.6209 -2.5512  0.00
C 3.4789 1.0554 0.2477  0.16
H 4.4892 -4.6365 -0.9783  0.00
H -1.4112 -5.7249 6.4707  0.00
H 1.4769 4.5018 -5.8438  0.00
C 2.7803 0.8179 2.5359  -0.08
N 1.4939 -0.1850 0.7548  0.15

***

Below is a structure of composition C52H75BrF15N16OS4, with properties calculated with ωB97M-V with the def2-TZVPD basis set.

## Properties
**Total charge**: +1
**Frontier orbital gap**: 5.506 eV
**HOMO energy**: -8.2419 eV

Last column: Löwdin charge in e.
Atoms and positions in Å:
Br 3.0535 2.2249 1.7518  0.79
N 5.4888 -1.4821 -1.6222  0.13
C -3.4487 -1.9239 -6.1773  -0.21
F -5.9319 2.3398 1.8709  0.06
H -7.5042 -4.1186 6.3027  0.08
N -6.6744 6.7243 -3.4098  0.09
H 1.6804 -2.0153 -1.3215  0.06
H -4.9062 -3.3165 -6.9350  0.08
C -0.4794 -3.8315 -6.2776  -0.08
F -5.8227 2.6768 -1.3557  0.00
N 3.4674 -3.8862 5.1929  0.01
S 0.4651 -3.8707 2.5693  0.79
C 4.6296 0.2610 5.8489  -0.07
H -5.8330 -3.5099 6.2988  0.07
C 6.3413 -5.9997 -7.0766  -0.25
H -0.0718 5.5936 3.7900  0.13
H 2.6860 -4.1880 0.8132  0.10
H 2.0224 12.3742 0.5417  0.08
H 4.1201 0.6495 6.7336  0.08
H 3.8596 -5.6317 0.8970  0.15
H 7.9286 -4.9888 -1.8515  0.08
N 6.8865 -1.0804 6.5902  0.12
H 4.9743 -4.4364 8.0409  0.08
H -1.5502 3.7172 0.1703  0.12
C 3.5285 -4.6482 2.9643  -0.14
C 5.1222 -3.6041 7.3488  -0.07
F -6.3860 -0.0614 3.6932  0.06
H -0.6009 2.2713 -1.5016  0.14
C 1.9639 11.9957 -0.4812  -0.04
H 4.5702 -5.0195 3.3572  0.16
C -2.6110 3.3435 6.0594  -0.24
H 2.6263 12.5863 -1.1181  0.08
C -2.3684 -3.2232 -11.4878  -0.05
H 7.0612 -6.3528 -2.5941  0.08
N -1.1718 2.8035 0.5011  -0.04
H 3.3200 -1.1727 3.2003  0.11
H 4.3297 -6.7345 -7.0032  0.07
H 4.9047 -2.6676 7.8667  0.07
C 5.8758 -0.4835 6.2594  -0.22
N 6.3334 -3.7465 -4.4023  0.13
C -6.3457 1.4976 0.7575  -0.14
H 2.7520 -5.4409 3.3181  0.14
F -5.4511 -0.7978 1.3008  0.05
N -1.4217 3.2059 6.2289  0.10
C -0.5788 -1.3140 2.0346  -0.26
H 3.9534 -0.4111 5.3151  0.02
C -4.0944 3.5152 5.8470  -0.07
H 3.8095 8.2010 0.3063  0.09
H -4.4634 4.3451 6.4537  0.08
H 7.4501 -1.0731 -4.1897  0.08
O 4.7173 -3.6444 1.0295  -0.18
H -8.4514 4.3811 -2.0126  0.08
C 0.2172 3.1143 1.0484  -0.61
N 2.1931 -4.1498 -5.8917  0.11
C -6.6982 -0.0414 1.2128  -0.14
H 2.3560 2.0472 -1.0644  0.10
H -2.8353 2.1738 -2.0624  0.14
C 3.9089 -2.1716 3.0148  -0.12
C -0.4141 0.3669 -0.1270  -0.25
H 2.2274 6.4881 3.4450  0.08
H 0.2434 -0.8187 2.7135  0.08
H 4.6580 -5.6145 -8.3454  0.07
H 0.4540 3.1041 3.3992  0.15
C -2.6815 1.5125 -1.1031  -0.10
H 3.2594 -2.0987 0.8134  0.09
H 1.8001 -2.6267 -4.0756  -0.14
C -7.9799 4.3768 -2.9978  -0.08
C -7.2554 5.6800 -3.2265  -0.24
C 2.0127 5.4550 2.9699  -0.14
H 2.4641 4.5727 3.6005  0.06
H 5.0596 -1.5546 1.1487  0.14
C -6.8403 -3.3402 6.6853  -0.09
C 7.6797 -5.4758 -2.7971  -0.06
C 2.3766 10.5449 -0.5163  -0.04
H 4.8932 1.0952 5.1947  0.07
S 2.2472 -1.3264 -3.7304  0.64
H -3.0365 -3.9978 -11.8708  0.08
H 6.4870 0.4178 -4.0706  0.08
N 3.2022 -3.3420 3.6365  -0.33
H -4.0779 -2.3646 -8.1891  0.02
H 6.1632 -3.5934 7.0178  0.06
F -0.5167 -0.6685 -1.1795  0.01
C -7.4143 -0.1255 2.6652  -0.15
H 4.4115 8.4231 -1.3525  0.11
H 0.7282 1.2911 2.2572  0.12
H -0.0534 6.0034 1.9829  0.11
H 1.4501 -0.1340 0.5995  0.16
C 6.9324 -4.5156 -3.6879  -0.20
N 1.0128 0.7402 0.1984  -0.05
F -9.5633 -1.4391 2.1539  0.09
H 4.4908 -4.9915 -6.6876  0.03
C 1.0035 -4.0081 -6.0638  -0.22
F -6.3835 -2.9694 3.6824  0.07
H -4.2974 3.7254 4.7945  0.07
N -6.8116 -3.4004 9.4018  0.10
H -0.8485 -3.0001 -5.6736  0.03
C 0.0438 -2.5808 1.2394  -0.44
N 4.5338 5.2001 -0.7872  0.08
H 4.9447 -2.0124 3.5466  0.14
C -2.3486 -3.2617 -9.9801  -0.15
H 2.5905 5.4225 1.9550  0.03
C -8.3218 -1.4492 2.9084  -0.13
C 3.0361 -0.0926 -1.1911  -0.23
N -2.3326 -3.2926 -8.7709  0.12
N 2.7104 9.3738 -0.5446  0.02
H -3.8080 3.1742 -0.0844  0.15
H -1.0076 -4.7426 -5.9876  0.09
F -7.1415 -3.1708 1.3842  0.09
H -1.3924 -1.6934 2.7922  0.13
H 3.4657 -2.2217 -1.7885  0.05
H 1.1784 1.0022 -2.0368  0.14
H 1.0555 -2.2845 0.7621  0.03
H 5.7924 -1.0323 -4.8321  0.07
C -1.2868 -0.1871 1.1124  -0.09
C 3.6339 -4.5766 1.3494  -0.16
C -0.0583 3.7196 2.5573  -0.23
F -1.5141 3.6235 2.8433  -0.11
S 1.2432 -2.1544 5.1017  0.62
H -2.8215 0.4137 -1.4763  0.13
H -0.6810 -3.6214 -7.3292  0.03
C 4.2259 -2.3323 1.4315  -0.19
C -1.1319 1.7791 -0.5925  -0.21
C -5.3195 1.5707 -0.5115  -0.21
H -2.7208 -2.2477 -11.8303  0.08
C 0.3865 5.2584 2.7600  -0.21
C 4.8585 -5.8236 -7.2922  -0.09
C 4.1857 6.3698 -0.7551  -0.20
C 1.1341 1.7875 1.2721  -0.52
C 1.7229 -3.1158 3.7649  -0.95
H 3.5851 -0.1980 -0.1811  0.07
C -3.8014 2.0007 -0.0369  -0.07
H -4.6196 2.6020 6.1357  0.08
H -1.6968 0.6299 1.8297  0.13
C 3.7537 7.8277 -0.7164  -0.23
C 1.8264 1.0241 -1.0605  -0.14
H -7.2745 3.5449 -3.0510  0.06
H -0.6892 -2.9878 0.4465  0.11
S 0.9490 4.3670 -0.1419  0.78
C 6.4458 -0.6734 -4.0341  -0.08
F -8.2956 1.0234 2.9074  0.07
C 5.9157 -1.1221 -2.6954  -0.20
H 3.7945 0.3910 -1.9446  0.11
C -4.5100 -2.3300 -7.1857  -0.09
F -7.6232 2.0487 0.2719  0.04
F -8.7248 -1.4024 4.3269  0.05
C -7.5005 -2.8588 2.7498  -0.21
H 8.6021 -5.7959 -3.2868  0.08
C 2.5529 -1.4871 -1.8655  -0.56
H -8.7498 4.2400 -3.7604  0.08
H -7.1956 -2.3673 6.3385  0.06
H -3.5672 1.6736 1.0455  0.12
C 4.2068 -3.7599 6.1595  -0.06
H 2.3408 4.2707 -0.2043  -0.15
H 2.7330 7.9128 -1.0778  0.06
N 7.5297 -6.1409 -6.9033  0.09
F -7.6126 -0.5487 0.1963  0.07
F -5.3439 0.3917 -1.3538  0.04
H 0.9379 12.0992 -0.8414  0.08
C -6.8244 -3.3737 8.1934  -0.23
H -2.2394 -0.6933 0.6456  0.15
F -8.4478 -3.9075 3.1607  0.06
H -1.3627 -3.3956 -11.8774  0.08
N -2.6023 -1.5982 -5.3635  0.10
H -5.3271 -1.6049 -7.1747  0.08

***

Calculated total energy values, unit eV, following the record order: -128381.843, -235142.799.
Molecular weight values, unit g mol⁻¹, following the record order: 1076.6, 1433.4.